No. 1
Formula: C25H46ClMnN2O6PSi4
Source: the OMol25 dataset
Level of theory: the ωB97M-V functional and the def2-TZVPD basis

Computed properties:
total energy	-4651.5267	hartree
multiplicity	6
frontier orbital gap (alpha / beta)	0.1634 / 0.2776	Ha
total charge	0
energy relative to the best compared isomer or geometry (same formula, charge and spin)	1.596	eV

Geometry (Å):
Mn (-0.252, 0.325, -0.110)
O (-4.052, -0.375, -6.597)
C (-3.774, -1.543, -5.977)
O (-4.337, -2.549, -6.315)
C (-2.779, -1.490, -4.876)
C (-2.787, -2.524, -3.940)
C (-1.938, -2.490, -2.857)
C (-1.035, -1.425, -2.673)
C (-0.969, -0.449, -3.669)
C (-1.843, -0.467, -4.735)
N (-0.245, -1.324, -1.532)
C (0.220, -2.467, -1.015)
C (0.799, -2.527, 0.255)
C (1.338, -3.735, 0.765)
C (1.856, -3.783, 2.027)
C (1.852, -2.605, 2.797)
C (1.338, -1.458, 2.239)
N (0.818, -1.380, 1.012)
H (-3.595, 0.363, -6.180)
H (-3.486, -3.339, -4.075)
H (-1.997, -3.269, -2.107)
H (-0.221, 0.327, -3.599)
H (-1.758, 0.321, -5.473)
H (0.189, -3.375, -1.611)
H (1.318, -4.607, 0.125)
H (2.260, -4.703, 2.428)
H (2.246, -2.596, 3.803)
H (1.329, -0.536, 2.805)
C (-0.202, -0.186, 4.763)
Si (-0.121, 1.560, 3.980)
C (-1.757, 2.376, 4.526)
C (1.297, 2.376, 4.951)
Si (0.263, 1.837, 1.575)
Si (0.027, 4.277, 1.272)
C (0.701, 5.170, 2.819)
C (1.118, 4.922, -0.145)
C (-1.805, 4.757, 1.135)
Si (2.853, 1.460, 0.975)
C (2.956, 1.409, -0.917)
C (3.910, 0.035, 1.659)
C (3.641, 3.019, 1.718)
H (-0.790, -0.164, 5.681)
H (0.790, -0.556, 5.026)
H (-0.648, -0.927, 4.099)
H (-1.734, 2.622, 5.588)
H (-2.605, 1.707, 4.373)
H (-1.951, 3.294, 3.970)
H (1.114, 2.306, 6.025)
H (1.413, 3.430, 4.711)
H (2.249, 1.884, 4.749)
H (1.714, 4.846, 3.057)
H (0.079, 5.003, 3.698)
H (0.738, 6.246, 2.643)
H (2.046, 5.368, 0.215)
H (0.588, 5.667, -0.737)
H (1.375, 4.120, -0.835)
H (-2.287, 4.828, 2.111)
H (-2.351, 4.029, 0.539)
H (-1.917, 5.718, 0.632)
H (2.085, 0.896, -1.330)
H (3.848, 0.887, -1.264)
H (2.961, 2.412, -1.342)
H (3.617, -0.934, 1.258)
H (3.861, -0.028, 2.746)
H (4.952, 0.210, 1.383)
H (3.255, 3.932, 1.267)
H (4.721, 3.001, 1.562)
H (3.466, 3.078, 2.792)
O (-1.609, 2.347, -3.336)
Cl (-1.250, 2.645, -2.001)
O (-1.171, 4.044, -1.800)
O (-2.195, 2.057, -1.073)
O (0.045, 2.033, -1.671)
C (-2.827, -1.425, 2.058)
P (-2.526, -0.140, 0.776)
C (-3.592, 1.195, 1.441)
C (-3.624, -0.790, -0.536)
H (-3.883, -1.691, 2.074)
H (-2.542, -1.034, 3.035)
H (-2.234, -2.317, 1.852)
H (-4.535, 0.774, 1.789)
H (-3.773, 1.909, 0.642)
H (-3.087, 1.701, 2.262)
H (-4.655, -0.801, -0.181)
H (-3.325, -1.802, -0.796)
H (-3.547, -0.158, -1.419)

No. 2
Formula: C2H3N3O3
Source: the OMol25 dataset
Level of theory: the ωB97M-V functional and the def2-TZVPD basis

Computed properties:
structure (SMILES)	[H]/N=c1/c(=O)o[nH]n1O
total energy	-467.7707	hartree
multiplicity	1
frontier orbital gap	0.3533	Ha
total charge	0
energy relative to the best compared isomer or geometry (same formula, charge and spin)	5.269	eV

Geometry (Å):
H (0.499, 2.759, -0.043)
N (-0.179, 2.008, 0.063)
C (0.049, 0.806, -0.227)
C (-1.161, -0.153, 0.105)
O (-2.339, 0.240, 0.036)
O (-0.857, -1.435, 0.167)
N (0.558, -1.470, -0.229)
N (1.176, -0.078, -0.579)
O (2.261, 0.079, 0.326)
H (1.081, -1.779, 0.785)
H (1.680, 0.811, 0.976)

No. 3
Formula: C30H22IInNO5S
Source: the OMol25 dataset
Level of theory: the ωB97M-V functional and the def2-TZVPD basis

Computed properties:
total energy	-2473.4959	hartree
multiplicity	1
frontier orbital gap	0.1767	Ha
total charge	-1

Geometry (Å):
N (4.367, 0.040, 7.342)
In (3.181, -1.754, 7.458)
S (4.518, -3.478, 6.177)
C (1.259, -1.484, 6.303)
C (0.138, -0.880, 7.074)
O (-0.674, -1.496, 7.630)
I (-0.100, 1.310, 7.193)
H (3.743, 0.848, 7.348)
H (4.767, 0.003, 6.402)
H (2.955, -2.296, 9.139)
H (4.146, -3.198, 4.897)
H (1.448, -0.841, 5.422)
H (0.958, -2.475, 5.925)
C (0.606, 0.438, -1.371)
C (0.659, -0.429, -0.283)
C (1.370, -0.079, 0.853)
C (2.043, 1.136, 0.903)
C (2.011, 1.997, -0.196)
C (1.282, 1.648, -1.328)
C (2.765, 3.278, -0.178)
O (2.735, 4.030, -1.133)
C (3.564, 3.618, 1.030)
C (4.321, 4.784, 1.045)
C (5.059, 5.117, 2.170)
C (5.037, 4.290, 3.290)
C (4.288, 3.124, 3.278)
C (3.558, 2.780, 2.146)
C (2.788, 1.509, 2.135)
O (2.773, 0.789, 3.109)
H (0.042, 0.165, -2.255)
H (0.140, -1.379, -0.323)
H (1.405, -0.752, 1.700)
H (1.244, 2.318, -2.177)
H (4.338, 5.431, 0.177)
H (5.652, 6.023, 2.178)
H (5.608, 4.554, 4.171)
H (4.276, 2.479, 4.148)
C (-2.585, -4.993, -5.650)
C (-1.461, -4.327, -5.171)
C (-1.580, -3.047, -4.654)
C (-2.822, -2.423, -4.624)
C (-3.945, -3.082, -5.126)
C (-3.824, -4.373, -5.629)
C (-5.272, -2.411, -5.147)
O (-6.251, -2.986, -5.580)
C (-5.375, -1.020, -4.634)
C (-6.594, -0.355, -4.696)
C (-6.705, 0.937, -4.208)
C (-5.599, 1.569, -3.648)
C (-4.380, 0.914, -3.588)
C (-4.261, -0.378, -4.089)
C (-2.940, -1.056, -4.051)
O (-1.973, -0.504, -3.565)
H (-2.492, -5.997, -6.046)
H (-0.492, -4.808, -5.200)
H (-0.705, -2.532, -4.277)
H (-4.696, -4.891, -6.007)
H (-7.457, -0.845, -5.128)
H (-7.655, 1.454, -4.262)
H (-5.689, 2.577, -3.261)
H (-3.520, 1.409, -3.156)

Which formula does entry 2 have?
C2H3N3O3

Which of these has the highest multiplicity?
C25H46ClMnN2O6PSi4

Which formula does entry 3 have?
C30H22IInNO5S

What is the total energy in the first record?
-4651.5267 hartree